{"formula": "C19H14AgO2P", "method": "ωB97M-V/def2-TZVPD", "orbital_gap_ev": 7.202, "total_energy_ev": -37312.7426, "max_force_ha_per_bohr": 0.01010, "spin_multiplicity": 1, "species": ["C", "H", "C", "C", "C", "H", "C", "H", "C", "C", "H", "C", "H", "C", "H", "H", "O", "C", "C", "C", "H", "H", "Ag", "C", "C", "H", "C", "C", "H", "H", "O", "C", "H", "C", "C", "P", "H"], "xyz": [[-0.31412, 0.62471, 1.91995], [5.01042, 1.70296, -0.53260], [-0.69852, -0.57207, 1.32418], [1.89695, 0.68619, -1.40801], [-0.98595, -0.33507, -1.43054], [-3.47834, 1.23463, -3.96551], [3.10036, 1.37816, -1.45310], [-3.20940, -1.41847, 3.44619], [2.67952, -0.49969, 0.53429], [-2.00764, 0.35188, 3.60869], [-2.91862, -1.16913, -4.10649], [-1.57872, -1.10537, -2.42514], [-2.50899, 0.70768, 4.49978], [3.86731, 0.21055, 0.50343], [0.50937, 1.19736, 1.50773], [4.61816, -0.00830, 1.25176], [1.38150, -2.27992, 1.21156], [1.67263, -0.24546, -0.39821], [2.46203, -1.63141, 1.51504], [-2.78285, 0.79587, -3.26051], [-2.05051, -2.23314, 1.42777], [-2.45037, 2.63461, -2.20098], [-0.11376, -3.59208, -0.32342], [4.07747, 1.15420, -0.49210], [-1.74395, -1.30090, 1.88624], [3.27391, 2.09691, -2.24455], [-2.39807, -0.84250, 3.01881], [-1.31623, 1.02149, -1.36506], [-0.88396, 1.64581, -0.59095], [1.14366, 0.87790, -2.15858], [3.24816, -1.86723, 2.41063], [-0.96518, 1.08194, 3.05845], [-0.65246, 2.01106, 3.51857], [-2.47001, -0.55137, -3.33872], [-2.20325, 1.58192, -2.27019], [0.12218, -1.18397, -0.19110], [-1.33276, -2.15975, -2.48730]]}

---

{"formula": "C25H57As3CsN2O5PS2", "method": "ωB97M-V/def2-TZVPD", "orbital_gap_ev": 7.424, "total_energy_ev": -254093.3003, "max_force_ha_per_bohr": 0.02858, "spin_multiplicity": 1, "species": ["H", "H", "H", "H", "H", "C", "H", "C", "C", "C", "C", "H", "H", "C", "C", "H", "As", "H", "C", "C", "P", "H", "H", "H", "N", "S", "H", "Cs", "H", "H", "C", "H", "C", "H", "C", "H", "H", "H", "C", "H", "As", "H", "H", "H", "H", "H", "C", "O", "H", "C", "H", "H", "H", "H", "H", "S", "C", "O", "H", "C", "H", "C", "C", "H", "C", "H", "H", "H", "H", "H", "As", "C", "O", "H", "H", "O", "C", "C", "C", "H", "N", "H", "H", "H", "C", "H", "H", "H", "H", "H", "H", "H", "H", "H", "H", "O"], "xyz": [[-4.87638, -6.61469, 0.65768], [-0.76346, -3.76159, 2.77690], [-3.86491, -1.72870, 1.48586], [1.36080, -0.10027, 4.62723], [3.66153, 3.06491, -5.81200], [-0.75874, -3.82013, -2.61039], [2.46809, 4.31386, -5.40163], [-0.98651, 4.29292, 1.21270], [-1.60767, -1.07249, -3.09424], [-3.00731, -2.55202, -1.05557], [6.85197, 0.64353, -2.45411], [-0.70821, -0.80001, -3.64244], [-1.64993, -4.15784, -3.13820], [-0.21093, -2.96638, 2.28133], [4.70329, 4.53969, -3.72439], [0.01248, -3.56645, -3.33730], [-1.42116, -1.49124, 1.78470], [0.29255, -3.37457, 1.40666], [0.56423, 2.68255, 1.83411], [-3.93632, -7.16285, 0.62006], [3.36732, 1.33912, -2.21842], [-2.73782, 6.20902, -1.61001], [4.35230, 5.52505, -4.04891], [-2.67785, 4.14764, -2.87325], [1.10489, 1.90857, 4.12018], [1.89718, 0.34563, -3.06742], [0.35026, 2.21534, 0.88308], [0.96612, -0.04495, -0.12507], [-2.29577, -1.60574, -3.74761], [-4.95313, -4.45816, -0.68331], [-3.05868, 3.75183, -1.93158], [-3.46825, -3.04042, -1.91645], [-4.77193, -3.77399, 0.15294], [-3.65550, -6.53816, 3.58824], [-1.73472, 3.54115, 0.10719], [5.13624, 4.63324, -2.72542], [6.60294, 1.34391, -3.25318], [-2.92069, 6.15652, 0.13755], [-3.09868, -2.50817, 1.48683], [-1.30717, 6.19074, -0.59854], [-1.13065, -2.20550, -1.56763], [0.53515, 0.87099, 5.86193], [-0.38673, -4.61797, -1.97481], [1.97216, 3.37996, 5.30486], [-3.47041, -1.56561, -0.96723], [-2.84059, -4.97452, 3.67702], [5.80280, 0.67508, -1.36441], [4.53167, 0.27687, -1.94036], [-3.68249, -7.37377, -0.41964], [-2.31800, 5.79481, -0.69814], [-3.27133, -3.10652, 2.37599], [1.46696, 3.29238, 1.71345], [-2.50356, -5.12962, -0.75244], [-2.92889, 2.67750, -1.91672], [-5.09943, -4.26629, 1.07134], [3.00888, 2.41028, -0.57646], [-3.29298, -3.37181, 0.22359], [0.85916, 0.40578, 2.43970], [-1.08336, -0.48514, 4.08696], [-2.38972, -4.62878, 0.21369], [2.13782, 2.60641, -5.03252], [3.56335, 3.54992, -3.71808], [2.91363, 3.36979, -5.07416], [-2.78119, -0.35178, 3.59577], [1.33108, 0.86665, 5.11312], [5.70286, 1.68114, -0.96225], [-4.12409, 3.98263, -1.85978], [7.82708, 0.90966, -2.03618], [-2.15816, -1.90410, 4.19821], [6.08842, -1.31521, -0.61142], [-2.46473, -6.17244, 1.44922], [6.07513, -0.28873, -0.23409], [-1.75384, 2.31907, 0.06354], [0.54634, -2.57920, 2.96431], [-4.05025, -8.11132, 1.14475], [-0.54436, 3.45864, 2.24718], [1.12746, 3.27827, 4.62389], [-3.45386, -5.61477, 3.04308], [-1.91516, -1.01202, 3.61924], [1.24518, 3.99481, 3.81869], [-2.32713, 4.33947, -0.81731], [0.21035, 3.52036, 5.16471], [7.04480, -0.07543, 0.22449], [2.28137, 1.04650, 5.61850], [0.84034, 1.57117, 2.83653], [5.30212, -0.20813, 0.53307], [-1.64393, 5.03706, 1.65902], [-1.34725, -4.32492, 0.25639], [-4.39914, -5.12033, 2.82390], [2.82535, 3.86916, -2.98677], [6.92094, -0.36123, -2.88193], [-0.14608, 4.82763, 0.75528], [-5.39734, -2.88775, 0.00682], [-2.08169, -0.15847, -2.73656], [5.48338, 4.20468, -4.41519], [4.12205, 2.28831, -3.27792]]}

---

{"formula": "C26H16BBr2F2N4NiO3", "method": "ωB97M-V/def2-TZVPD", "orbital_gap_ev": [7.002, 6.984], "charge": -1, "total_energy_ev": -226571.2479, "max_force_ha_per_bohr": 0.00939, "spin_multiplicity": 1, "species": ["C", "N", "O", "Br", "H", "O", "H", "C", "C", "C", "H", "H", "C", "H", "C", "H", "Br", "H", "H", "O", "F", "C", "H", "N", "C", "C", "C", "H", "C", "N", "C", "C", "N", "C", "H", "C", "H", "F", "C", "Ni", "C", "H", "C", "C", "C", "C", "C", "C", "C", "H", "H", "B", "C", "H", "C"], "xyz": [[-2.00828, 1.33739, 3.89921], [-1.36545, -1.95858, 0.48967], [-2.37314, 2.97924, 5.54711], [3.57299, -2.66843, 1.70445], [1.21340, -0.02427, -5.34647], [-3.10722, 0.86933, 5.92819], [-0.69510, 1.65360, -2.69831], [-0.12672, 4.14999, 1.20618], [-2.57256, 1.78198, 5.27395], [2.46902, -1.23329, -4.12349], [1.76251, 2.56238, -1.67549], [1.92887, 5.02976, -1.33378], [3.21158, -2.26179, -0.10544], [-1.44948, 0.44824, -3.74656], [1.43461, -0.37530, -4.34711], [4.84952, -3.44316, -0.81807], [4.98304, -3.23020, -3.73526], [-1.15356, -3.28260, -1.05810], [0.63974, 6.04074, 0.56414], [1.38024, -0.86251, 0.47884], [-2.64379, 1.46335, -0.95996], [1.90115, -1.16320, -1.79232], [-1.84639, -5.26668, 0.29169], [-0.98344, 0.54270, 1.42921], [-0.13812, 2.77589, 0.95663], [-1.36528, 2.23353, 3.06571], [-2.07511, -2.79714, 2.59308], [-2.31182, -2.62132, 3.63137], [-1.67981, -1.74988, 1.76113], [0.52954, 2.25812, -0.06818], [2.74803, -1.65680, -2.80351], [-1.58429, -0.33924, 2.24015], [0.83080, -0.35081, -2.05390], [-0.52348, 0.99992, -3.55281], [-0.29883, 1.60923, -4.42751], [0.61441, 0.06025, -3.27999], [-1.26634, 3.24520, 3.43009], [-2.53657, -0.51558, -1.98256], [-1.81309, -4.28162, 0.73647], [-0.20151, -0.04944, -0.37390], [1.24150, 3.05180, -0.85714], [3.08730, -1.58414, -4.93874], [-2.13936, -4.07406, 2.06887], [4.02991, -2.79744, -1.10217], [1.32988, 4.42006, -0.67094], [3.81554, -2.50084, -2.42185], [2.13006, -1.41892, -0.38723], [-2.11334, 0.02882, 3.46789], [-0.86858, 1.81546, 1.84033], [-2.62530, -0.66213, 4.12136], [-2.43638, -4.90304, 2.69863], [-1.89920, 0.35589, -1.15807], [-1.42806, -3.18413, -0.01307], [-0.69150, 4.57017, 2.02404], [0.61746, 4.97350, 0.38353]]}

---

{"formula": "C2H5NO2", "method": "ωB97M-V/def2-TZVPD", "orbital_gap_ev": 10.314, "total_energy_ev": -7738.1483, "max_force_ha_per_bohr": 0.07494, "smiles": "CC(=O)NO", "spin_multiplicity": 1, "species": ["H", "H", "H", "C", "N", "C", "O", "O", "H", "H"], "xyz": [[-1.52588, -0.87997, -1.30996], [-0.58889, 0.62207, -2.00892], [0.48646, 1.23372, 2.03674], [-0.52556, -0.28440, -1.24303], [0.72179, -0.35626, 0.86151], [-0.21397, 0.25388, 0.13019], [-0.77535, 1.18209, 0.61968], [1.00240, 0.33937, 2.06737], [1.17014, -1.16935, 0.62147], [0.24887, -0.94115, -1.77506]]}

---

{"formula": "O5S2", "method": "ωB97M-V/def2-TZVPD", "orbital_gap_ev": [6.691, 5.973], "charge": -2, "total_energy_ev": -31903.2511, "max_force_ha_per_bohr": 0.08476, "spin_multiplicity": 1, "species": ["O", "O", "O", "S", "O", "S", "O"], "xyz": [[0.77547, 1.46954, 1.05154], [-1.63628, 1.14662, -0.37095], [-1.52359, -2.05794, -1.50845], [0.79353, 0.18400, 0.40664], [1.36829, 0.31490, -0.95582], [-1.28391, -0.19073, 0.21721], [1.50650, -0.86639, 1.15983]]}

---

{"formula": "C5H11N3", "method": "ωB97M-V/def2-TZVPD", "orbital_gap_ev": 8.945, "total_energy_ev": -9829.6340, "max_force_ha_per_bohr": 0.14207, "smiles": "C=C(N)C(=C)N(C)N", "spin_multiplicity": 1, "species": ["H", "H", "C", "C", "N", "H", "C", "N", "H", "H", "H", "H", "H", "C", "H", "H", "N", "C", "H"], "xyz": [[0.68786, -2.33280, -0.77191], [1.89181, -0.35347, 1.89923], [2.27977, 0.01383, 0.96336], [1.50112, 0.11615, -0.11249], [-0.92175, 0.54053, -0.03968], [2.63454, 1.33246, -1.32106], [-0.16095, -0.54907, -0.15236], [1.86244, 0.68240, -1.31179], [-2.79271, -0.80755, 0.57391], [-0.20524, 2.07323, 0.98388], [-2.67330, -0.53016, -1.21858], [-3.11580, 0.81438, -0.10764], [-0.63759, 0.78470, 1.95824], [-0.22293, -1.81775, -0.51185], [-1.16150, -2.31734, -0.68645], [1.12346, 0.83955, -1.97684], [-0.85729, 1.30972, 1.11273], [-2.55473, -0.10596, -0.22674], [3.32279, 0.30715, 0.94603]]}

---

{"formula": "C12H19BCaCl8F3N2O7V", "method": "ωB97M-V/def2-TZVPD", "orbital_gap_ev": 1.755, "total_energy_ev": -183178.0218, "max_force_ha_per_bohr": 0.10524, "spin_multiplicity": 1, "species": ["Cl", "F", "C", "Cl", "O", "H", "H", "C", "N", "H", "H", "Cl", "H", "C", "C", "C", "C", "Cl", "H", "H", "O", "H", "H", "C", "F", "H", "O", "C", "Cl", "H", "O", "H", "Cl", "Ca", "C", "H", "N", "C", "H", "H", "Cl", "H", "B", "O", "C", "V", "F", "H", "O", "O", "Cl", "H", "C", "H"], "xyz": [[-4.00135, -0.20570, -5.08374], [-3.23750, 0.87849, 2.86171], [7.60949, 2.16447, 0.68801], [0.97524, 3.02919, -2.48280], [-2.73683, -4.33414, -2.23381], [-6.57520, -3.67118, 1.99282], [-1.02380, -1.16526, 3.13149], [-0.15987, 1.86482, -1.78403], [-2.96409, 0.78006, 0.68387], [0.76008, -1.29679, 2.60789], [-2.37541, 1.64370, 0.75703], [-4.12370, 2.66093, -4.64916], [6.78111, 2.85500, 0.86870], [-2.37382, -0.53056, 0.72529], [-4.74616, -1.78081, 0.51075], [-4.99522, 1.12433, -4.45313], [6.55566, 0.55363, -1.82971], [-6.52838, 1.19427, -5.34948], [-3.59683, -4.02207, -1.95584], [7.39816, -0.11884, -1.99349], [3.87973, 2.42178, 2.71308], [6.83434, 1.59083, -2.01585], [8.31043, 2.22220, 1.52028], [-3.19356, -1.87116, 0.63244], [-4.95901, -1.42322, 2.99857], [5.71940, 0.27497, -2.47179], [-6.79638, -3.24247, 1.12801], [-0.20741, -0.70312, 2.45491], [-5.32637, 0.84922, -2.72832], [-6.50434, -0.19923, 0.41936], [-5.02182, -4.11963, -0.16154], [5.28105, 1.00813, -0.26852], [-1.39838, 2.70008, -0.82973], [3.27887, -3.38596, 1.05397], [-5.37512, -0.34200, 0.48396], [-4.83542, 1.96665, 0.58025], [6.10502, 0.41302, -0.42366], [-4.41788, 0.89218, 0.57515], [5.87485, -0.56070, -0.18628], [0.57247, -1.82119, -0.13812], [-0.91079, 0.88787, -3.04929], [0.39397, 1.20012, -1.12247], [-0.74252, -0.73593, 0.89511], [7.34741, -0.14860, 1.30659], [-5.54932, -3.14784, 0.45266], [2.71261, 1.57692, 3.71013], [2.08642, -2.30416, -0.28873], [-2.63594, -2.87697, 0.65663], [1.56356, 0.73451, 4.70358], [0.08631, -0.95971, -0.26095], [2.10395, 3.85353, 1.55026], [-0.13260, 0.41144, 2.74974], [7.08137, 0.77203, 0.57716], [8.13358, 2.44291, -0.22895]]}